This record from OMol25 describes a molecular structure, C17H19BN6O3Ru in a non-equilibrium geometry. The level of theory is ωB97M-V with the def2-TZVPD basis set.

Calculated values
E_HOMO (alpha / beta): -14.7 / -13.5 eV
⟨S²⟩: 6.065

The geometry in ORCA input format:
```
! wB97M-V def2-TZVPD RIJCOSX def2/J DEFGRID3
* xyz 2 5
Ru -1.1100 0.4496 0.5455
O -1.2096 -1.6034 0.0998
O -1.7013 -4.1587 -0.0473
O 0.2637 -0.8164 1.5198
N 0.2379 2.7778 -1.9566
N 0.6741 1.5564 -1.5386
N -2.1644 1.0937 -0.9723
N -2.1854 2.3800 -1.5044
N -0.4676 2.2516 0.9659
N -0.7090 3.4159 0.2415
C 1.3717 -4.7142 2.6964
C 4.0210 -1.4273 0.6031
C -0.6797 -4.3053 0.8183
C -0.2572 -5.5999 1.1171
C 1.7430 1.2304 -2.2513
C 1.0382 3.2315 -2.9636
C 2.0308 2.2510 -3.1673
C -3.3065 2.5145 -2.2338
C 0.9709 -3.4168 2.4005
C -0.1118 2.6153 2.2334
C -3.9985 1.3101 -2.2356
C -3.2553 0.4242 -1.4567
C -0.6367 4.4591 1.0873
C -0.2955 -1.8522 0.9932
C -0.0042 -3.1983 1.4209
C -0.2451 3.9969 2.3415
C 0.7731 -5.7946 2.0341
B -1.0272 3.3933 -1.2809
H 3.8529 -1.6434 1.6658
H -0.8475 5.4479 0.7131
H 3.0364 -1.2994 0.1436
H -4.9204 1.0911 -2.7392
H -1.7856 -3.1861 -0.2085
H -0.7413 -6.4260 0.6003
H 1.4340 -2.5559 2.8818
H -1.2811 4.4805 -1.7088
H 2.2769 0.2885 -2.1203
H 1.0755 -6.8162 2.2496
H 4.5563 -2.2213 0.1413
H -3.4007 -0.6180 -1.2182
H 2.1498 -4.9028 3.4419
H -3.5391 3.4676 -2.6853
H 4.5619 -0.4779 0.4950
H -0.0645 4.5911 3.2181
H 0.1654 1.8430 2.9436
H 0.8821 4.1863 -3.4419
H 2.8295 2.2870 -3.8821
*
```

Now the Löwdin charges, all in e:
1 Ru 1.350
2 O -0.145
3 O 0.195
4 O -0.103
5 N 0.026
6 N 0.132
7 N -0.162
8 N -0.006
9 N -0.173
10 N -0.010
11 C 0.033
12 C -0.036
13 C -0.162
14 C 0.067
15 C -0.054
16 C 0.094
17 C 0.103
18 C -0.023
19 C 0.048
20 C -0.076
21 C -0.018
22 C -0.074
23 C -0.020
24 C -0.517
25 C -0.031
26 C -0.020
27 C 0.018
28 B -0.460
29 H 0.020
30 H 0.139
31 H -0.009
32 H 0.113
33 H 0.102
34 H 0.151
35 H 0.139
36 H 0.130
37 H 0.133
38 H 0.137
39 H 0.011
40 H 0.113
41 H 0.143
42 H 0.141
43 H 0.030
44 H 0.113
45 H 0.121
46 H 0.158
47 H 0.137

This record from OMol25 describes a molecular structure, C17H19Cl5N4PbSbSe4. The level of theory is ωB97M-V with the def2-TZVPD basis set.

Calculated values
E_HOMO: -4.1 eV

The geometry in ORCA input format:
```
! wB97M-V def2-TZVPD RIJCOSX def2/J DEFGRID3
* xyz -1 1
Pb -0.1780 0.8134 -1.3775
Sb 3.4165 2.1307 -0.8529
Se 1.1117 3.1769 -1.2857
Se 2.9592 -0.3200 -0.9718
Se 4.9141 2.9392 -2.5577
Se 3.9573 2.7896 1.5149
Cl -2.9878 -1.0650 -1.3604
Cl -6.0128 -0.5942 -0.9926
Cl -5.2299 4.7370 -1.0700
Cl -2.2034 4.3051 -1.4771
Cl -7.1494 2.3026 -0.8215
N -0.3371 1.1405 1.4888
N -0.5834 -2.5380 0.5872
N 1.3551 2.2843 3.4848
N 0.5115 1.2223 -3.9363
C -5.4549 2.0490 -1.0282
C 2.5402 -6.4009 -1.4290
C 0.6704 -5.7291 -0.0812
C 0.0985 -3.3595 0.1565
C 0.0150 2.8891 3.2507
C 0.9475 -4.3950 -0.3834
C -0.3768 2.5653 1.8166
C 2.0226 -4.0638 -1.2002
C -4.5867 3.1310 -1.1351
C -2.6516 1.6304 -1.3539
C 2.8166 -5.0730 -1.7206
C 1.4700 -6.7293 -0.6067
C -4.9401 0.7596 -1.1010
C -3.2168 2.9003 -1.2992
C -3.5665 0.5884 -1.2637
C 0.8951 0.4902 1.9430
C 1.2781 0.8015 3.3774
H 3.1617 -7.1857 -1.8425
H 0.5525 0.4314 4.1063
H 1.7212 0.8294 1.3176
H -1.1599 0.6530 1.8273
H 1.7591 2.5800 4.3680
H 2.2371 -3.0258 -1.4038
H 1.2605 -7.7653 -0.3731
H 0.0817 3.9682 3.3855
H -0.1667 -5.9669 0.5622
H 0.8152 -0.5810 1.7964
H 0.3369 3.0730 1.1648
H -0.6827 2.4743 3.9819
H 0.1600 2.1430 -4.1751
H -1.3625 2.9702 1.5851
H 2.2639 0.3899 3.5900
H 1.5254 1.2935 -3.8917
H 3.6571 -4.8160 -2.3512
H 2.0737 2.5901 2.7051
H 0.2618 0.5660 -4.6671
*
```

Now the Löwdin charges, all in e:
1 Pb 0.778
2 Sb -0.299
3 Se -0.096
4 Se -0.223
5 Se -0.270
6 Se -0.139
7 Cl 0.572
8 Cl 0.638
9 Cl 0.638
10 Cl 0.612
11 Cl 0.648
12 N -0.103
13 N 0.170
14 N -0.020
15 N -0.059
16 C -0.720
17 C -0.084
18 C -0.040
19 C -0.157
20 C -0.123
21 C -0.219
22 C -0.237
23 C -0.025
24 C -0.715
25 C -0.324
26 C -0.062
27 C -0.087
28 C -0.719
29 C -0.721
30 C -0.727
31 C -0.258
32 C -0.132
33 H 0.102
34 H 0.125
35 H -0.008
36 H 0.117
37 H 0.161
38 H 0.036
39 H 0.101
40 H 0.130
41 H 0.115
42 H 0.095
43 H 0.012
44 H 0.122
45 H 0.019
46 H 0.124
47 H 0.128
48 H 0.016
49 H 0.111
50 H -0.036
51 H 0.032

This record from OMol25 describes a molecular structure, C17H19ClN4O5S7SbW in a non-equilibrium geometry. The level of theory is ωB97M-V with the def2-TZVPD basis set.

Calculated values
E_HOMO (alpha / beta): -1.3 / -2.2 eV
⟨S²⟩: 3.809

The geometry in ORCA input format:
```
! wB97M-V def2-TZVPD RIJCOSX def2/J DEFGRID3
* xyz -2 4
W -0.1158 -1.1611 -0.6764
Sb 2.5256 -1.8292 0.6932
Cl -2.1888 1.6012 -0.3193
S 3.5315 0.1318 1.3917
S -0.0544 -2.0509 1.4739
S 0.4653 1.0486 3.0493
S 2.1417 -1.4938 -1.6794
S -0.0132 -3.5601 -1.3409
S -2.4648 -2.1811 -0.9241
S -0.6748 -0.8804 -3.1635
O -1.5089 2.7485 0.2215
O -1.5973 0.3838 0.2873
O -3.5732 1.6242 0.0530
O -2.0310 1.5488 -1.7438
O 4.6111 3.4858 -1.8781
N 2.1218 2.8131 -0.7797
N 0.7651 0.7762 -0.6322
N -0.6909 -2.6638 -6.3491
N -0.0163 -5.8975 -4.1642
C -0.0880 -4.8589 -3.6701
C -3.0298 -2.7745 0.6460
C -4.0084 -3.7115 3.0911
C -0.4473 -2.4450 -3.7790
C -1.3013 1.1431 3.3802
C 3.2108 3.2419 0.0949
C 4.5389 2.9240 -0.5677
C 0.8401 2.8089 3.0918
C -0.5774 -2.5762 -5.2071
C 3.5994 2.9353 -2.7077
C -3.9538 -2.3475 2.8325
C -3.0881 -4.1415 0.9095
C 1.4547 1.6969 -0.5867
C -3.5736 -4.6068 2.1234
C -0.1864 -3.5816 -3.0340
C -3.4695 -1.8787 1.6208
C 2.2233 3.2788 -2.1665
H 3.1057 4.3185 0.2604
H 4.6547 1.8353 -0.6085
H 3.7391 3.3575 -3.7036
H 0.3122 3.3316 2.2913
H -4.3802 -4.0728 4.0428
H -1.5062 1.4816 4.3988
H 1.4343 2.8081 -2.7514
H -2.7315 -4.8332 0.1567
H -3.4147 -0.8166 1.4186
H -3.6019 -5.6731 2.3162
H -1.7921 1.7972 2.6599
H 3.7054 1.8442 -2.7602
H 5.3633 3.3531 0.0018
H -1.6883 0.1326 3.2455
H 2.0737 4.3621 -2.1714
H 0.5855 3.2600 4.0541
H 1.9159 2.8991 2.9389
H -4.2816 -1.6382 3.5838
H 3.1306 2.7020 1.0357
*
```

Now the Löwdin charges, all in e:
1 W 0.357
2 Sb 0.301
3 Cl 0.656
4 S -0.263
5 S -0.065
6 S 0.671
7 S -0.126
8 S 0.572
9 S 0.566
10 S 0.613
11 O -0.344
12 O -0.592
13 O -0.327
14 O -0.376
15 O -0.145
16 N -0.053
17 N -0.029
18 N 0.142
19 N 0.133
20 C -0.295
21 C -0.680
22 C -0.120
23 C -0.757
24 C -0.428
25 C -0.159
26 C -0.202
27 C -0.436
28 C -0.288
29 C -0.188
30 C -0.100
31 C -0.132
32 C -0.254
33 C -0.110
34 C -0.735
35 C -0.137
36 C -0.101
37 H 0.127
38 H 0.081
39 H 0.121
40 H 0.025
41 H 0.085
42 H 0.025
43 H 0.137
44 H 0.092
45 H 0.083
46 H 0.090
47 H 0.016
48 H 0.130
49 H 0.124
50 H 0.005
51 H 0.127
52 H 0.023
53 H 0.004
54 H 0.095
55 H 0.037

This record from OMol25 describes a molecular structure, C17H19ClO2S4TeY. The level of theory is ωB97M-V with the def2-TZVPD basis set.

Calculated values
E_HOMO: -4.6 eV

The geometry in ORCA input format:
```
! wB97M-V def2-TZVPD RIJCOSX def2/J DEFGRID3
* xyz -1 1
Te 0.6938 2.9723 -2.4567
Y -0.4309 1.7765 0.0737
Cl -3.0159 3.0268 -0.4397
S 1.3220 1.0647 -5.1131
S 1.0315 3.2601 4.1619
S 0.5295 3.9399 1.3168
S -1.1316 1.8685 2.6685
O -4.0144 -0.7005 -0.2809
O -2.0208 0.3163 -0.4191
C 2.5688 0.8008 1.1421
C 2.0290 0.2562 -0.0211
C -0.5470 0.2873 -3.5795
C -0.0444 -3.4387 2.2428
C 0.5197 -0.3993 -5.5216
C 3.6011 1.8905 1.1021
C -3.9630 1.6116 0.1261
C 0.1626 3.0399 2.7705
C -0.9798 -2.8224 0.0083
C -0.5121 -2.2800 1.3560
C -0.4534 -0.6862 -4.6180
C 0.3566 1.3067 -3.7056
C 0.5677 -1.2182 1.2506
C 2.0982 0.3089 2.3613
C 1.1202 -0.6666 2.4104
C -3.2949 0.2777 -0.2339
C 1.0393 -0.7348 0.0335
H -1.7622 -3.5655 0.1671
H 0.7976 -0.9626 -6.3977
H 2.4675 0.7401 3.2834
H 2.3562 0.6236 -0.9876
H -4.9508 1.6693 -0.3163
H -1.2687 0.2289 -2.7755
H -1.4029 -2.0362 -0.6129
H 0.6339 -1.1107 -0.8993
H 0.2488 -3.1085 3.2391
H -4.0196 1.6900 1.2107
H 0.7443 -0.9724 3.3784
H 3.9665 2.0508 0.0883
H -0.1549 -3.3056 -0.5231
H 3.1641 2.8260 1.4589
H -0.8479 -4.1689 2.3532
H 4.4439 1.6461 1.7504
H -1.0887 -1.5588 -4.6813
H 0.8125 -3.9401 1.7863
H -1.3715 -1.8037 1.8424
*
```

Now the Löwdin charges, all in e:
1 Te 0.640
2 Y 0.780
3 Cl 0.587
4 S 0.878
5 S 0.420
6 S 0.335
7 S 0.386
8 O 0.055
9 O -0.257
10 C -0.295
11 C -0.129
12 C -0.270
13 C -0.071
14 C -0.454
15 C -0.048
16 C -0.439
17 C -1.836
18 C -0.077
19 C -0.370
20 C -0.214
21 C -1.065
22 C -0.218
23 C -0.056
24 C -0.054
25 C -0.707
26 C -0.098
27 H 0.082
28 H 0.051
29 H 0.100
30 H 0.083
31 H 0.077
32 H 0.072
33 H 0.055
34 H 0.108
35 H 0.065
36 H 0.072
37 H 0.117
38 H 0.079
39 H 0.085
40 H 0.046
41 H 0.076
42 H 0.082
43 H 0.095
44 H 0.085
45 H 0.145

This record from OMol25 describes a molecular structure, C17H19F3N2O3S2 in a non-equilibrium geometry. The level of theory is ωB97M-V with the def2-TZVPD basis set.

Calculated values
E_HOMO: -6.7 eV

The geometry in ORCA input format:
```
! wB97M-V def2-TZVPD RIJCOSX def2/J DEFGRID3
* xyz 0 1
S -1.0913 0.3122 0.9927
S 0.1918 2.6384 0.1999
F 0.1395 5.0698 -0.6048
F -1.7142 4.4660 0.4356
F 0.1198 4.8669 1.5920
O -2.1379 0.4018 0.0039
O 0.1659 -0.3364 0.6939
O -1.0113 3.1364 3.5747
N -0.7574 1.8396 1.6103
N 1.9829 -0.8196 -1.8128
C -2.4758 -1.3956 2.6633
C 0.6708 -0.7357 -2.0101
C -1.4395 0.0235 -2.7998
C -0.0883 0.3911 -2.2770
C -3.1278 -0.5961 4.8652
C -1.8109 -0.1813 2.4911
C -1.1534 2.0905 2.9500
C -3.1281 -1.6035 3.8815
C -0.2120 -2.0017 -2.0195
C -1.6236 -1.4639 -2.3035
C 2.6907 -2.0912 -1.6736
C 4.2941 -0.2123 -1.6670
C 2.8760 0.3437 -1.8478
C -2.4674 0.6191 4.6405
C 4.1784 -1.7385 -1.7033
C -1.8030 0.8334 3.4284
C -0.3571 4.3354 0.4392
H 2.4122 -2.7716 -2.4945
H -1.4413 0.0305 -3.9141
H 0.3040 1.3933 -2.3891
H -2.4770 -2.1212 1.8508
H -2.2716 0.6494 -2.4633
H -2.1992 -2.0841 -3.0004
H 4.7202 0.1475 -0.7288
H 2.6116 1.0862 -1.0747
H -3.6526 -2.5488 4.0635
H 0.1251 -2.6917 -2.8092
H -0.1857 -2.5635 -1.0680
H 2.4253 -2.5986 -0.7297
H -2.4579 1.4137 5.3769
H 2.7578 0.8559 -2.8185
H -2.1701 -1.4368 -1.3488
H 4.6059 -2.1113 -2.6344
H 4.9220 0.1439 -2.4855
H -3.6512 -0.7699 5.8066
H 4.7116 -2.2153 -0.8821
*
```

Now the Löwdin charges, all in e:
1 S 0.643
2 S 1.135
3 F 0.070
4 F 0.089
5 F 0.083
6 O -0.261
7 O -0.269
8 O 0.108
9 N -0.315
10 N -0.089
11 C -0.019
12 C -0.297
13 C -0.203
14 C -0.129
15 C -0.045
16 C -0.230
17 C -0.394
18 C -0.049
19 C -0.125
20 C -0.175
21 C -0.147
22 C -0.156
23 C -0.140
24 C 0.016
25 C -0.159
26 C -0.119
27 C -0.836
28 H 0.115
29 H 0.106
30 H 0.066
31 H 0.127
32 H 0.088
33 H 0.101
34 H 0.105
35 H 0.101
36 H 0.115
37 H 0.108
38 H 0.110
39 H 0.120
40 H 0.125
41 H 0.121
42 H 0.078
43 H 0.104
44 H 0.104
45 H 0.112
46 H 0.105

Computed energy relative to the best compared isomer or geometry (same formula, charge and spin) (kcal per mole) in order:
38.2, 23.5, 29.8, 2.7, 0.0